Record 1
# C28H25Br4IrNO2S

A structure of composition C28H25Br4IrNO2S in a non-equilibrium geometry (wB97M-V/def2-TZVPD, OMol25).

Multiplicity: 5
Charge: +1
Max |F|, eV Å⁻¹: 1.222
Total energy, hartree: -12085.43392
LUMO energy (alpha / beta), eV: -2.3 / -4.6

Atoms and positions in Å:
C  3.35151  -0.61409  -1.81782
H  2.02520  -0.14631  -3.45865
H  -3.38389  2.65050  1.74410
C  0.68556  5.00249  1.28157
C  1.09356  4.33217  2.45200
Br  -0.06170  5.14944  -1.47853
C  1.39400  2.97949  2.40528
H  -0.74456  -0.67930  1.26531
S  -2.32608  0.49074  0.21483
H  -0.09086  -4.01355  -1.77135
C  -3.37647  1.78604  2.39132
H  -6.61471  -1.82502  -0.52940
C  3.55297  -1.50282  -0.75911
C  5.51722  0.60423  -1.29420
N  -0.90510  -0.26375  0.35297
C  -3.35353  -0.46525  4.02939
C  0.81020  2.92130  0.00679
H  -2.58247  -1.51841  2.32839
H  4.24293  -0.33541  -4.37528
C  0.54554  4.30492  0.09181
H  -5.23034  0.03128  0.33215
Br  1.20495  5.27655  4.07178
O  0.66112  2.25827  -1.06311
H  -4.17690  0.82478  5.52210
C  -2.81465  -1.84398  -1.14371
C  -2.94153  0.56033  1.91270
H  4.46542  -1.46261  -0.18952
H  -1.74884  -1.80574  -1.31856
H  6.12184  -0.28641  -1.14399
C  2.62038  -2.48705  -0.44410
H  -4.16899  2.82345  4.08515
C  -4.96027  -2.87411  -1.37971
H  5.10723  0.92551  -0.34019
H  -3.33941  -1.33366  4.67054
Ir  0.90714  0.03068  -0.79105
C  -3.81350  0.75184  4.51053
C  0.48375  -3.74974  -0.88616
H  2.84215  -3.18551  0.34767
C  -4.77589  -0.78754  -0.20283
H  5.77054  0.45639  -3.98129
H  3.92080  1.29601  -2.54883
Br  1.92624  2.03740  3.94794
C  1.19256  -1.72196  -2.22746
O  1.56179  0.99638  1.14845
C  2.14368  -0.71853  -2.54478
H  -5.56898  -3.68997  -1.73292
C  -3.82014  1.87665  3.70131
C  5.00575  -0.22058  -3.60763
H  -0.21836  -3.46306  -0.10348
C  -3.41020  -0.83337  -0.41226
C  -2.91781  -0.56819  2.71935
Br  0.30956  6.84409  1.33558
H  5.46330  -1.19132  -3.42352
C  -5.54949  -1.82799  -0.68896
C  1.28215  2.23229  1.21400
H  6.17375  1.38660  -1.66400
H  0.39193  -1.92993  -2.93190
C  -3.59675  -2.87927  -1.62425
H  1.01588  -4.63071  -0.53820
H  -3.14794  -3.68448  -2.18545
C  4.40824  0.34395  -2.30816
C  1.44058  -2.63413  -1.17268


Record 2
# C16H25ClGdNO6P2

A structure of composition C16H25ClGdNO6P2 in a non-equilibrium geometry (wB97M-V/def2-TZVPD, OMol25).

Multiplicity: 8
Charge: +2
Max |F|, eV Å⁻¹: 5.149
Total energy, hartree: -3038.62043
LUMO energy (alpha / beta), eV: -8.2 / -11.7

Atoms and positions in Å:
C  0.26574  -1.80802  -0.68043
N  3.05326  -6.71178  -1.25418
P  -3.15346  0.82740  0.16170
Gd  -0.45040  0.77981  -0.65791
H  3.37357  3.99348  0.26648
C  2.35811  -5.48189  -1.01607
O  -0.68250  -1.46356  0.10583
O  0.68718  -0.94649  -1.54148
C  -0.23947  0.57654  1.80465
O  -0.12429  0.12413  2.86227
P  1.82050  2.16526  0.39755
C  2.76036  1.72045  1.88355
C  2.27929  3.92249  0.28357
H  -5.38355  1.55330  -0.38083
C  0.97519  -3.09889  -0.61329
H  -4.14144  2.67838  -1.05474
C  2.20772  -3.09099  -1.27739
H  2.79548  0.62907  2.00204
H  2.63103  -2.17076  -1.67355
H  -0.50474  -4.29937  0.45227
C  2.90270  -4.26600  -1.48489
H  -1.56552  5.65972  1.23401
C  0.43593  -4.29539  -0.09886
O  -1.37337  2.91126  2.36778
H  3.84073  -4.27432  -2.02551
C  -3.42471  -0.42933  -1.17058
C  -1.39563  3.59974  1.42256
C  -1.44409  4.74058  0.62438
H  1.89191  4.46658  1.15403
H  -3.28375  -0.95101  1.78242
O  2.55793  -7.79415  -0.86653
H  -3.04811  -1.42362  -0.87647
H  -4.54479  2.74208  0.67686
C  -3.84895  -0.03043  1.59295
H  2.38324  1.48467  -1.88838
H  -0.52017  4.76539  0.00841
H  1.86014  4.36895  -0.62265
C  1.12239  -5.49805  -0.31187
H  -4.50766  -0.47742  -1.36537
C  -4.43198  2.07116  -0.18730
H  -4.90366  -0.26569  1.39639
H  -2.91442  -0.13468  -2.10702
H  -2.27779  4.61892  -0.09837
H  3.83065  1.98733  -0.97059
C  2.88801  1.41646  -0.91189
H  -3.76458  0.61766  2.47301
O  4.15609  -6.63185  -1.84640
Cl  -1.03952  2.93972  -1.83980
H  2.26593  2.16162  2.76065
H  3.78235  2.12276  1.79175
H  0.73574  -6.45747  0.01798
H  3.10739  0.35622  -0.70074


Record 3
# C48H50IrN5O3P2Te

A structure of composition C48H50IrN5O3P2Te in a non-equilibrium geometry (wB97M-V/def2-TZVPD, OMol25).

Multiplicity: 1
Charge: +2
Max |F|, eV Å⁻¹: 1.562
Total energy, hartree: -3413.27176
LUMO energy (alpha / beta), eV: -6.3 / -6.3
Relative energy (zero: lowest compared OMol25 entry of this formula, charge and spin), kJ/mol: 75.0

Atoms and positions in Å:
H  -1.03797  -6.35785  -1.82102
C  4.33566  0.00951  -1.08935
H  -2.56929  -3.89687  2.23993
C  -1.66712  4.05219  -0.83187
H  -2.73244  -2.14039  -1.02684
H  2.85042  3.34342  4.38446
H  2.43095  3.51459  -4.23670
C  -0.46300  -4.88664  -0.37071
Ir  -0.20484  1.04652  -0.45509
H  -0.60573  7.08206  -1.91460
C  1.74356  -5.12876  0.55523
C  -0.15779  1.86671  4.15583
H  -2.89808  -2.38024  -2.77574
H  -1.41185  -4.36542  -0.41642
H  2.84681  -0.56227  2.40380
H  -3.56791  1.95230  0.54834
C  -3.49440  3.39312  -3.44013
H  -3.04057  -0.52252  0.13549
C  0.53772  -4.43767  0.48609
H  2.88564  -6.79317  -0.16619
C  0.72324  3.21719  6.08743
H  -2.20803  3.61698  1.21450
H  2.52080  -4.79399  1.23138
N  1.29947  0.92068  0.84781
H  2.59621  -2.99117  -1.18729
C  5.00921  -0.80971  -0.20000
C  -2.61843  -4.74694  4.20558
H  -0.92138  7.61672  0.47723
H  -3.63887  -5.09531  4.10969
H  6.09943  -2.53893  -0.86179
H  1.20590  -3.31688  -2.24540
C  0.86799  2.59796  4.72636
C  -1.21118  5.04340  -1.70184
H  -1.08816  1.74198  4.69585
H  -0.04414  -4.73390  6.40373
H  -1.75534  5.88009  2.02943
C  -3.62827  2.01913  -0.53373
H  1.33451  -0.82896  -5.02026
C  -1.85398  4.36743  0.51720
H  -2.37635  0.71639  -5.98705
N  2.54444  1.52634  -1.66454
H  -4.72236  4.16010  -5.01367
H  -4.30700  2.82718  -0.80315
H  2.43607  -2.08492  -2.71709
H  1.11727  -7.56261  -1.71407
C  -4.00765  3.40124  -4.72522
H  -1.11830  4.85519  -2.76403
Te  0.25316  -2.69521  1.63310
C  -3.60703  2.43507  -5.64233
H  -4.02561  1.08553  -0.92937
C  0.39285  -0.87380  -4.48071
H  4.96674  -1.62029  1.78705
H  -4.00975  2.44307  -6.64620
O  -1.07628  -1.73844  -2.16924
H  1.03455  -3.54413  4.53548
C  0.00667  -3.87179  4.44183
O  0.63448  -0.25251  -3.19747
H  1.66427  3.18079  6.63466
C  1.07158  2.73404  -2.67285
C  -1.93196  -0.23469  3.15721
C  1.95034  -6.25269  -0.23383
H  0.07842  -1.90747  -4.36110
C  -2.57478  2.41218  -3.05730
C  -2.49811  -1.72896  -2.00379
C  6.28657  -1.49776  -0.58987
C  2.03196  2.76460  3.97358
H  -0.03568  2.70739  6.67883
H  0.10859  3.16341  -2.86865
C  -0.69884  -3.62971  3.26755
C  -2.89916  -0.76840  2.33301
H  -2.37995  -5.51320  6.19482
C  -0.01716  1.29440  2.89323
C  4.45731  -0.98870  1.06947
H  6.99468  -1.50179  0.23778
C  3.26596  -0.39494  1.42116
C  -1.91046  -4.98249  5.37716
H  4.22492  2.00115  -2.84193
C  -1.59057  5.64520  0.98647
N  1.24621  1.92900  -1.62062
H  3.06792  2.39456  2.14421
C  1.89925  -2.55391  -1.89374
C  2.57027  0.42211  0.52525
H  -1.78403  -0.31861  4.22021
C  -2.69049  1.46470  -5.27066
H  6.76091  -1.01302  -1.44176
H  -3.71748  -1.40370  2.62012
H  -1.45888  0.70901  -3.68126
P  0.03223  -0.67759  -1.79432
C  -2.17729  1.45807  -3.98067
C  3.14709  0.63756  -0.72392
P  -2.01856  2.34470  -1.33324
C  2.25456  2.90396  -3.36942
C  -0.94510  6.31748  -1.22869
O  1.17599  -1.53716  -1.15213
C  -1.12895  6.61894  0.11447
C  -2.01555  -4.07050  3.15554
C  1.14183  1.45853  2.13887
C  -2.55314  -0.33447  1.06867
H  4.74442  0.15384  -2.08053
H  0.43392  4.26683  6.00731
H  -3.80866  4.15626  -2.73761
H  -2.90178  -0.72288  -2.12772
C  0.95529  -6.68821  -1.09763
N  -1.08666  0.48721  2.40723
C  -0.60051  -4.54387  5.49519
N  -1.46187  0.44116  1.09921
C  2.16258  2.22618  2.71252
C  -0.25407  -6.00922  -1.16067
H  -0.36021  -0.30847  -5.02232
C  3.16819  2.12832  -2.69119


Record 4
# C15H43NO13P

A cluster of 10 separate species, C15H43NO13P in total in a non-equilibrium geometry (wB97M-V/def2-TZVPD, OMol25).

Multiplicity: 1
Charge: +1
Max |F|, eV Å⁻¹: 2.788
Total energy, hartree: -1971.22215
LUMO energy, eV: -4.0

Atoms and positions in Å:
C  -5.26630  0.51194  3.33147
H  3.10653  3.10776  -4.28393
H  3.04133  2.12459  -6.29364
P  -3.41325  -1.62515  0.27474
H  -0.50951  -6.72740  1.68013
C  1.87543  -1.47379  0.52854
O  3.33945  4.62268  -2.94704
O  2.34402  2.78062  1.76225
C  3.20312  3.87219  1.41233
H  0.61336  1.62522  4.66639
C  -0.64169  -1.44458  0.28860
C  2.42464  -1.20887  -3.96753
O  2.35482  -1.36407  1.61997
H  -5.82127  1.44360  3.45268
H  2.23540  -2.07770  -4.59885
C  2.58543  3.52176  -3.42589
H  0.88225  2.88159  -5.83934
O  2.43843  -2.15614  -0.46185
H  -0.67848  -2.50163  0.52506
C  -1.82351  -0.75162  0.04465
O  1.89388  6.36749  -0.61970
C  0.61237  0.58715  -0.06006
H  2.90705  2.01848  1.93333
H  2.47218  -0.31131  -4.58442
O  -3.13021  -3.11440  -0.26245
H  -5.81488  -0.30262  3.80662
H  2.42674  7.05617  -1.02992
H  0.56162  -0.96963  -3.41524
H  3.37258  -1.34259  -3.45289
H  -0.94707  -11.08094  3.18201
H  1.27110  7.66386  0.88957
O  1.40131  -1.08439  -2.96205
H  1.88803  -2.09805  -1.26148
O  -0.97776  -9.00195  3.34956
H  2.87757  4.98652  -2.18551
O  -4.47423  -0.99296  -0.77690
C  0.85519  7.01817  0.11415
H  -2.53678  -10.32108  2.91904
H  -1.08076  -4.58791  2.39679
C  0.56618  -0.78340  0.23630
H  0.22062  7.61131  -0.54705
H  1.58701  3.84489  -3.73739
C  1.12423  2.16993  -6.63276
H  -1.25891  -10.16194  1.69943
C  -1.46046  -10.21152  2.76650
H  -4.29868  -0.08418  -1.04429
H  -1.15191  -9.04597  4.29385
H  -1.97911  -6.71883  2.67644
H  2.49582  2.74148  -2.66196
H  -0.59191  2.28367  -0.55181
C  0.37096  2.61232  4.26030
N  -1.73671  0.56201  -0.25532
O  -1.58464  -4.93843  1.65697
O  -0.36414  3.37998  5.20863
O  2.33487  1.47477  -6.34492
H  3.89301  4.10052  2.22702
H  -4.29671  0.61322  3.81173
H  1.28873  3.11913  3.96825
H  0.32605  1.43475  -6.70383
C  -0.56308  1.23112  -0.30921
H  -2.10707  -6.77016  0.90880
H  1.53128  1.15360  -0.08373
O  -5.03365  0.22712  1.94850
H  0.25227  6.24531  0.58494
H  1.20434  2.69716  -7.58511
C  -1.53746  -6.37360  1.74482
H  2.57886  4.73900  1.21961
H  3.77181  3.63856  0.50931
H  -5.89048  0.13433  1.52056
H  -0.25347  2.48703  3.37825
H  0.18596  3.49546  5.98774
H  -2.58889  1.08008  -0.42194
H  -2.90289  -3.63976  0.52216